(1)
Entry from the OMol25 dataset: a structure of composition C34H32ClN4O5PV at a distorted geometry (wB97M-V/def2-TZVPD).

```
78
Properties=species:S:1:pos:R:3
V -2.33020 0.56176 1.18669
C -3.42086 4.06339 -0.87163
C -2.43723 3.17132 -0.17599
O -2.82821 1.94560 -0.00139
C -1.21530 3.63622 0.22244
C -0.26281 2.85370 0.92715
C 1.05750 3.46508 1.28232
N -0.51496 1.61310 1.27785
N 0.49820 0.99187 1.98769
C 0.12624 -0.20582 2.30162
O -1.03427 -0.68680 1.93980
C 1.05385 -1.07665 3.04854
C 0.77119 -2.43240 3.16192
C 1.65192 -3.27306 3.82804
C 2.81327 -2.76169 4.38661
C 3.09432 -1.40275 4.28094
C 2.21932 -0.56154 3.61499
H -4.22793 4.30618 -0.17701
H -3.86404 3.53394 -1.71576
H -2.95976 4.98776 -1.21014
H -0.96267 4.65950 -0.00935
H 1.13206 4.47497 0.88466
H 1.87179 2.85086 0.89589
H 1.16930 3.48643 2.36650
H -0.13835 -2.81760 2.72087
H 1.42914 -4.32890 3.91298
H 3.49746 -3.41800 4.90898
H 3.99499 -0.99884 4.72517
H 2.42004 0.49794 3.52712
N -2.68503 -0.64895 -0.52181
C -3.90750 -1.47120 -0.43607
C -4.56987 -1.28372 0.91620
O -5.65472 -1.77435 1.15407
N -3.79080 -0.56369 1.77330
C -4.18708 -0.47067 3.16748
C -3.60986 0.82772 3.70004
O -3.85884 1.28338 4.78232
O -2.79854 1.38432 2.80438
H -2.73795 0.01153 -1.29222
H -1.85911 -1.22281 -0.67597
H -3.66410 -2.52959 -0.52749
H -4.60810 -1.22446 -1.23041
H -3.74404 -1.28682 3.74663
H -5.26583 -0.51413 3.30370
Cl -0.47926 -3.49110 -0.85801
C 1.11242 -3.36821 -1.56097
C 1.70348 -4.54465 -1.98865
C 2.97317 -4.50238 -2.54386
C 3.63097 -3.28857 -2.66762
C 3.02032 -2.12138 -2.23340
C 1.74499 -2.13088 -1.66998
P 0.92858 -0.61726 -1.00224
C -0.08014 -0.08441 -2.44247
C -0.65067 1.19006 -2.39389
C -1.54456 1.60790 -3.36781
C -1.90128 0.74920 -4.40030
C -1.34370 -0.51955 -4.45671
C -0.43546 -0.93274 -3.48892
C 2.32615 0.55918 -1.01373
C 3.13475 0.54630 0.12299
C 4.22185 1.39978 0.22423
C 4.49926 2.29532 -0.80080
C 3.69058 2.32497 -1.92866
C 2.61123 1.45746 -2.03770
H 1.17333 -5.48095 -1.88100
H 3.44454 -5.41801 -2.87554
H 4.62141 -3.24930 -3.10152
H 3.54114 -1.17795 -2.33000
H -0.39572 1.86344 -1.58387
H -1.96454 2.60535 -3.31657
H -2.60575 1.06944 -5.15697
H -1.61208 -1.19399 -5.25989
H -0.00669 -1.92489 -3.55463
H 2.89971 -0.12742 0.94062
H 4.84367 1.37591 1.11012
H 5.33986 2.97211 -0.71811
H 3.90202 3.02307 -2.72865
H 1.99379 1.48199 -2.92714
```

Calculated values
Highest occupied orbital energy (alpha / beta) in eV: -8.13 / -8.13
Multiplicity: 2
DFT total energy in a.u.: -3655.77035
HOMO-LUMO gap (alpha / beta) in eV: 7.12 / 7.67
LUMO energy (alpha / beta) in eV: -1.003 / -0.465

***

(2)
Entry from the OMol25 dataset: a structure of composition C70H79BN3O6PSeV at a distorted geometry (wB97M-V/def2-TZVPD).

```
162
Properties=species:S:1:pos:R:3
V 1.83345 0.42479 -0.71920
C -0.40161 2.24191 -7.83044
C -0.69182 3.22427 -6.68611
C -0.23001 4.62970 -7.09830
C -2.20511 3.26859 -6.45820
C 0.05358 2.77750 -5.43081
C -0.59005 2.36903 -4.27403
C 0.15000 1.95618 -3.17864
Se -0.75434 1.33094 -1.60421
C -0.74614 -0.54620 -2.07162
C -1.55909 -0.96504 -3.11155
C -1.63788 -2.31083 -3.43035
C -0.79363 -3.17005 -2.74437
C 0.06121 -2.80168 -1.70748
C 0.01930 -1.44903 -1.31870
O 0.59389 -0.93242 -0.12281
C 0.93609 -3.94559 -1.13508
C 0.03662 -5.00157 -0.46715
C 1.96880 -3.47722 -0.11463
C 1.72091 -4.58373 -2.29651
C -2.62844 -2.86586 -4.45289
C -1.86548 -3.49733 -5.62502
C -3.54602 -1.76953 -4.99540
C -3.50156 -3.93165 -3.76938
C 1.55242 1.97009 -3.15924
O 2.15214 1.55859 -2.01949
C 2.22872 2.38374 -4.31445
C 1.44380 2.75029 -5.40933
C 3.76440 2.43104 -4.49593
C 4.17318 1.33278 -5.49061
C 4.17461 3.80366 -5.05142
C 4.55727 2.21429 -3.20242
H -0.97107 2.51777 -8.72593
H 0.66157 2.23784 -8.09161
H -0.68161 1.22364 -7.54244
H -0.77677 4.96186 -7.98820
H -0.41469 5.34604 -6.29159
H 0.83819 4.65314 -7.33099
H -2.70065 3.61790 -7.36838
H -2.60625 2.27811 -6.21762
H -2.46715 3.95393 -5.64548
H -1.67131 2.35186 -4.20131
H -2.13617 -0.21973 -3.64189
H -0.81237 -4.21998 -3.01442
H -0.47792 -4.56751 0.39195
H -0.71764 -5.39854 -1.15428
H 0.65440 -5.83689 -0.11745
H 1.51300 -3.02978 0.76397
H 2.56143 -4.33800 0.21349
H 2.65266 -2.76437 -0.56945
H 1.07498 -5.09252 -3.01715
H 2.29953 -3.82443 -2.83173
H 2.42023 -5.32405 -1.89380
H -1.24851 -2.74739 -6.13009
H -1.20482 -4.30084 -5.28392
H -2.56628 -3.91843 -6.35506
H -2.98447 -1.00959 -5.55124
H -4.27629 -2.21307 -5.67858
H -4.09483 -1.27316 -4.18755
H -2.91238 -4.80127 -3.46056
H -3.98107 -3.52008 -2.87478
H -4.28202 -4.27805 -4.45667
H 1.96598 3.03889 -6.31634
H 3.70797 1.48146 -6.47050
H 5.26208 1.32970 -5.62258
H 3.87184 0.35038 -5.11461
H 3.73582 4.01819 -6.02972
H 3.87415 4.59949 -4.36273
H 5.26373 3.83906 -5.16173
H 4.39942 1.22931 -2.77368
H 5.62532 2.31629 -3.42988
H 4.29771 2.95862 -2.44539
O 4.30787 -0.63175 -1.41108
C 3.56371 -0.50959 -0.43369
C 3.95033 -1.08242 0.89901
C 5.01977 -1.97352 0.99879
C 5.37833 -2.47977 2.23060
C 4.68727 -2.05171 3.36935
C 3.64069 -1.15133 3.25843
C 3.21158 -0.67332 2.00873
P 1.87406 0.75295 1.63237
C 2.86515 1.82714 2.76175
C 2.56820 2.02234 4.10676
C 3.39409 2.80561 4.90922
C 4.53651 3.39436 4.38623
C 4.85427 3.19333 3.04771
C 4.02814 2.41762 2.24821
C 0.31768 0.00053 2.37067
C 0.45130 -0.95780 3.53204
C -0.56307 -1.14269 4.38921
C -1.85488 -0.46824 4.16596
C -1.89870 0.59608 3.36459
C -0.58406 1.15719 2.87457
H 5.55563 -2.24944 0.09427
H 6.20136 -3.17992 2.32125
H 4.98070 -2.41699 4.34844
H 3.17144 -0.78736 4.16657
H 1.69408 1.56072 4.55063
H 3.13310 2.95767 5.94891
H 5.17614 4.00298 5.01568
H 5.74763 3.64246 2.62604
H 4.29162 2.25654 1.20859
H 1.30183 -1.61944 3.57576
H -0.48543 -1.89453 5.17076
H -2.75692 -0.90418 4.58821
H -2.84026 1.06726 3.08872
H -0.09074 1.57476 3.75198
C -6.38550 -4.67893 1.67700
C -4.94791 -4.73553 2.19340
C -4.35040 -6.09591 1.81225
C -4.97176 -4.61521 3.72625
C -4.10483 -3.58687 1.63204
C -4.70012 -2.45433 1.09929
C -3.95215 -1.32493 0.71323
C -2.59461 -1.36724 0.87747
O -1.68333 -0.39626 0.65193
B -0.37851 -0.90628 1.10112
O -0.62859 -2.32966 1.40600
C -1.97225 -2.51267 1.36271
C -2.69424 -3.61354 1.75842
H -6.93982 -5.55094 2.03553
H -6.41229 -4.68255 0.58224
H -6.90731 -3.78516 2.03117
H -5.02603 -6.90005 2.12142
H -3.38734 -6.27209 2.29730
H -4.20156 -6.16467 0.73027
H -5.57700 -5.41637 4.17389
H -5.39401 -3.65000 4.02475
H -3.95718 -4.67695 4.13396
H -5.77589 -2.41255 0.97664
H -4.44028 -0.43918 0.31914
H -2.16338 -4.46527 2.17678
C 1.54776 1.24162 8.21960
C 0.67817 2.15549 7.38425
C 0.68980 3.53615 7.56897
C -0.09834 4.37650 6.79572
C -0.94216 3.85885 5.81307
N -1.76945 4.76748 5.10614
C -2.69728 4.50122 4.10067
O -3.81545 4.98781 4.14046
N -2.30646 3.60574 3.13256
C -1.04923 3.61900 2.42614
C -0.37318 4.73390 2.13720
C 0.80943 4.70535 1.29314
C 1.25405 3.49493 0.89818
N 0.66430 2.31264 1.23666
C -0.66162 2.27959 1.84703
C -0.96642 2.48262 5.62125
C -0.15790 1.65422 6.39222
H 1.60332 1.58505 9.25397
H 2.57006 1.19769 7.83300
H 1.15641 0.22370 8.21942
H 1.33019 3.96683 8.33369
H -0.06816 5.45179 6.95955
H -2.05140 5.57092 5.63756
H -3.09350 3.31519 2.57255
H -0.72763 5.68536 2.51570
H 1.32046 5.61858 1.01367
H 2.16641 3.40029 0.31833
H -1.43569 1.97633 1.12277
H -1.62657 2.04429 4.88091
H -0.19691 0.58307 6.21187
```

Calculated values
Highest occupied orbital energy (alpha / beta) in eV: -4.15 / -4.17
Multiplicity: 3
DFT total energy in a.u.: -7042.38079
HOMO-LUMO gap (alpha / beta) in eV: 6.20 / 6.22
LUMO energy (alpha / beta) in eV: 2.057 / 2.056
Charge: -1

***

(3)
Entry from the OMol25 dataset: a structure of composition C5H4NO3 at a distorted geometry (wB97M-V/def2-TZVPD).

```
13
Properties=species:S:1:pos:R:3
C -1.27306 1.63414 -0.34448
C -3.83048 -0.83943 0.02791
C 0.20910 -0.22123 -0.07537
C -0.04367 1.11720 0.54125
C -1.01662 -0.04375 0.79612
N -2.02756 0.55887 -0.05141
O -3.92392 -0.87994 1.21964
O -1.51884 2.60444 -0.98501
O -4.13996 -1.13779 -1.09236
H 0.17796 -0.29901 -1.23849
H 1.05407 -0.77748 0.46299
H 0.66186 1.69901 1.00804
H -1.06571 -0.56057 1.64457
```

Calculated values
Highest occupied orbital energy in eV: -3.44
DFT total energy in a.u.: -473.38543
HOMO-LUMO gap in eV: 7.35
LUMO energy in eV: 3.903
Charge: -1

***

(4)
Entry from the OMol25 dataset: a structure of composition C62H51HfN2O2P3S3Si at a distorted geometry (wB97M-V/def2-TZVPD).

```
125
Properties=species:S:1:pos:R:3
Hf 0.13860 0.62739 0.70268
C -1.14642 5.22350 4.93899
C -0.25473 4.25409 4.62278
C -0.56827 3.34687 3.56048
C -1.81871 3.35412 2.94133
C -2.75096 4.27230 3.32751
C -2.46286 5.17422 4.36531
P -2.28060 2.14658 1.68923
C -3.58660 2.95763 0.70734
C -4.92940 2.91359 1.13928
C -5.97066 3.52486 0.48313
C -5.63411 4.00834 -0.79150
C -4.30919 4.04308 -1.28549
C -3.24774 3.61801 -0.48825
C -3.10190 0.80201 2.63184
C -3.64993 0.89799 3.89095
C -4.39311 -0.17164 4.40211
C -4.47902 -1.33861 3.62798
C -3.81775 -1.46635 2.40327
C -3.17556 -0.32344 1.83280
Si -2.26929 -0.40585 0.19935
C -3.08225 0.37272 -1.32550
C -4.43549 0.23348 -1.62108
C -5.01807 0.54804 -2.86390
C -4.16106 0.82345 -3.88806
C -2.79538 1.06554 -3.68196
C -2.24345 0.80920 -2.43435
P -0.52225 1.14802 -2.12003
C 0.30634 0.26245 -3.55323
C 1.18301 0.76641 -4.49335
C 1.84664 0.02246 -5.40489
C 1.30318 -1.28379 -5.72180
C 0.52171 -1.80874 -4.75619
C 0.06490 -1.12386 -3.62039
C -0.27102 2.92818 -2.42508
C -1.13816 3.78779 -3.03793
C -0.73858 5.08908 -3.35182
C 0.59066 5.46194 -3.24304
C 1.46298 4.62697 -2.61622
C 1.09668 3.38932 -2.24008
C -2.11302 -2.28202 -0.12408
C -2.99106 -3.01307 -0.93919
C -2.75022 -4.35932 -1.05176
C -1.79646 -5.00972 -0.33454
C -0.86011 -4.32730 0.33275
C -0.97673 -2.94890 0.42677
P 0.42016 -2.07756 1.06010
C 0.49577 -2.36383 2.90859
C -0.65976 -2.66284 3.61236
C -0.64857 -2.65012 5.00112
C 0.49407 -2.42110 5.72227
C 1.68795 -2.31907 5.01159
C 1.67497 -2.24911 3.62342
C 1.87428 -2.95831 0.28604
C 1.87588 -2.96229 -1.14075
C 2.79237 -3.62773 -1.82925
C 3.81175 -4.22643 -1.15853
C 4.01959 -4.03585 0.17797
C 2.92933 -3.59790 0.91470
H -1.04937 5.94504 5.76549
H 0.74600 4.18720 4.93511
H 0.28783 2.69623 3.26081
H -3.72981 4.40060 2.96028
H -3.23529 5.90930 4.60544
H -5.14699 2.41979 2.08870
H -6.95834 3.52722 0.86019
H -6.48321 4.44989 -1.28146
H -3.98692 4.47767 -2.23295
H -2.25666 3.64289 -0.87400
H -3.45519 1.86097 4.41914
H -4.66872 -0.12131 5.39869
H -4.96586 -2.15915 4.06430
H -3.76607 -2.45029 1.99248
H -5.13974 -0.05539 -0.90530
H -6.11835 0.38223 -2.98044
H -4.50004 1.14889 -4.85669
H -2.20224 1.41498 -4.51341
H 1.52018 1.78228 -4.37171
H 2.65104 0.38241 -6.01264
H 1.74916 -1.80131 -6.61833
H 0.12194 -2.77072 -4.80563
H -0.58801 -1.67001 -2.93122
H -2.18152 3.66845 -3.20081
H -1.51467 5.68778 -3.86365
H 0.88995 6.43211 -3.60602
H 2.49994 4.81988 -2.55424
H 1.87217 2.72110 -1.81965
H -3.84457 -2.53870 -1.38385
H -3.30126 -4.98848 -1.66688
H -1.77438 -6.13246 -0.44950
H 0.03127 -4.87165 0.70744
H -1.60344 -2.85034 3.14675
H -1.54066 -2.91606 5.56192
H 0.50530 -2.38132 6.78716
H 2.59364 -2.10826 5.60943
H 2.61574 -1.93256 3.18496
H 1.13665 -2.35525 -1.66402
H 2.80507 -3.73966 -2.90659
H 4.63736 -4.68839 -1.72872
H 4.89017 -4.42324 0.53627
H 2.89122 -3.71253 1.99871
O 0.02018 0.51499 2.89955
H -0.88351 0.41515 3.29926
H 0.39535 -0.37380 3.11145
O 0.86723 2.65368 1.04638
H 1.78580 2.78921 0.81341
H 0.52423 3.43209 1.48256
S 5.54065 -1.24502 -4.12211
C 4.87480 -1.19879 -2.64205
S 3.33063 -0.40661 -2.43325
C 3.53500 -0.37096 -0.68629
N 4.59682 -0.99590 -0.32958
N 5.34149 -1.47996 -1.41818
C 6.60408 -2.02992 -1.04646
C 7.34280 -1.36941 -0.08052
C 8.49503 -2.09096 0.27339
C 8.87984 -3.25798 -0.31295
C 8.18453 -3.78642 -1.35227
C 6.94869 -3.27246 -1.68269
S 2.58679 0.54227 0.45762
H 7.05309 -0.42006 0.40108
H 9.19945 -1.74527 1.05904
H 9.82464 -3.75110 -0.01052
H 8.64841 -4.64533 -1.89697
H 6.32825 -3.68215 -2.48731
```

Calculated values
Highest occupied orbital energy in eV: -11.68
DFT total energy in a.u.: -5208.85484
HOMO-LUMO gap in eV: 6.07
LUMO energy in eV: -5.610
Charge: +2

***

Asked for relative energy (zero: lowest compared OMol25 entry of this formula, charge and spin) across the records above, the calculation gives 3.3 42.6 51.9 53.4 kcal/mol in order.